i.
# C6H4O

A single C6H4O molecule (ωB97M-V with the def2-TZVPD basis set, the Open Molecules 2025 dataset).

Positions of all 11 atoms, in Å:
1 C 2.833 -1.045 0.628
2 C 2.063 -0.138 0.814
3 C 1.093 0.939 1.011
4 O 1.090 1.664 1.983
5 C 0.039 0.902 0.021
6 C -0.961 0.450 -0.491
7 C -2.188 -0.126 -1.011
8 H 3.549 -1.824 0.467
9 H -2.354 0.184 -2.044
10 H -3.026 0.217 -0.399
11 H -2.138 -1.221 -0.980

- LUMO energy: -0.17 eV
- Molecular weight: 92.1 Da
- Kohn-Sham gap: 10.040 eV

Mulliken population analysis, charges in e, atoms 1 to 6: 0.292 -0.263 0.009 -0.482 -0.027 0.323

ii.
# C6H4O

A single C6H4O molecule (ωB97M-V with the def2-TZVPD basis set, the Open Molecules 2025 dataset).

Positions of all 11 atoms, in Å:
1 C 2.611 -0.381 0.281
2 C 1.596 0.263 0.376
3 C 0.297 0.804 0.333
4 C -0.654 1.549 -0.119
5 C -1.119 0.204 0.341
6 C -1.170 -1.029 -0.510
7 O -0.341 -1.284 -1.354
8 H 3.486 -0.985 0.160
9 H -1.010 2.483 -0.518
10 H -1.756 0.153 1.230
11 H -1.940 -1.778 -0.220

- LUMO energy: 0.52 eV
- Molecular weight: 92.1 Da
- Kohn-Sham gap: 9.673 eV

Mulliken population analysis, charges in e, atoms 1 to 6: 0.049 -0.219 0.085 -0.596 -0.267 -0.047

Energetically preferred structure: i | next structure: +0.0287 hartree

i.
# C3H10NO

2 unconnected molecules or ions with the total composition C3H10NO (ωB97M-V with the def2-TZVPD basis set, the Open Molecules 2025 dataset).

Positions of all 15 atoms, in Å:
1 C -2.461 -0.171 -0.482
2 O -1.793 1.000 -0.252
3 H -2.066 -0.930 0.206
4 H -3.536 -0.092 -0.251
5 H -2.383 -0.550 -1.502
6 C 1.050 -1.135 0.282
7 N 0.817 0.146 -0.349
8 C 1.599 1.221 0.235
9 H 2.127 -1.310 0.322
10 H 0.724 -1.206 1.334
11 H 0.565 -1.926 -0.286
12 H -0.173 0.389 -0.310
13 H 1.764 1.083 1.304
14 H 1.180 2.200 -0.001
15 H 2.585 1.281 -0.251

- LUMO energy (spin up / spin down): 0.99 / -1.91 eV
- Molecular weight: 76.1 Da
- Spin multiplicity: 2
- Kohn-Sham gap (spin up / spin down): 9.605 / 6.615 eV

Mulliken population analysis, charges in e, atoms 1 to 6: -0.510 -0.403 0.228 0.290 0.259 -0.950

ii.
# C3H10NO

2 unconnected molecules or ions with the total composition C3H10NO (ωB97M-V with the def2-TZVPD basis set, the Open Molecules 2025 dataset).

Positions of all 15 atoms, in Å:
1 C -2.969 2.530 -0.677
2 O -1.810 1.841 -0.720
3 H -3.239 3.072 -1.591
4 H -3.836 1.956 -0.320
5 H -2.828 3.267 0.140
6 C 1.719 -2.271 0.998
7 N 1.292 -1.627 -0.198
8 C 1.375 -0.177 -0.239
9 H 1.771 -3.325 0.832
10 H 2.726 -1.959 1.233
11 H 1.102 -2.100 1.894
12 H 0.496 -1.943 -0.718
13 H 0.525 0.320 -0.704
14 H 2.310 0.162 -0.699
15 H 1.366 0.252 0.769

- LUMO energy (spin up / spin down): 0.96 / -1.48 eV
- Molecular weight: 76.1 Da
- Spin multiplicity: 2
- Kohn-Sham gap (spin up / spin down): 9.077 / 6.628 eV

Mulliken population analysis, charges in e, atoms 1 to 6: -0.446 -0.264 0.232 0.238 0.226 -0.847

Energetically preferred structure: i | next structure: +0.0032 hartree

i.
# C3H7FS

A molecular structure, C3H7FS (ωB97M-V with the def2-TZVPD basis set, the Open Molecules 2025 dataset).

Positions of all 12 atoms, in Å:
1 C 1.667 -0.830 -0.817
2 C -0.158 -0.264 0.919
3 C -1.480 -0.689 -0.064
4 H 3.271 -1.215 -0.948
5 H 0.831 -1.969 0.056
6 H 1.336 -0.703 -2.135
7 H -0.796 0.099 1.898
8 H 0.519 -1.064 0.942
9 H -1.927 -1.616 0.395
10 H -1.083 -1.012 -1.108
11 F -2.047 0.572 -0.066
12 S 1.007 0.814 0.079

- LUMO energy: -0.10 eV
- Molecular weight: 94.2 Da
- Kohn-Sham gap: 8.660 eV

Mulliken population analysis, charges in e, atoms 1 to 6: -0.702 -0.679 -0.212 0.254 0.263 0.250

ii.
# C3H7FS

A single C3H7FS molecule (ωB97M-V with the def2-TZVPD basis set, the Open Molecules 2025 dataset).

Positions of all 12 atoms, in Å:
1 F -0.243 2.389 0.130
2 C -0.413 1.192 0.793
3 C 0.152 0.445 -0.443
4 C -0.039 -1.206 -0.584
5 S 1.278 -2.170 0.316
6 H 0.200 1.127 1.443
7 H -1.432 0.915 0.997
8 H -0.468 0.900 -1.339
9 H 0.904 0.984 -0.874
10 H 0.065 -1.415 -1.691
11 H -1.237 -1.624 -0.480
12 H 1.233 -1.536 1.732

- LUMO energy: 0.68 eV
- Molecular weight: 94.2 Da
- Kohn-Sham gap: 9.808 eV

Mulliken population analysis, charges in e, atoms 1 to 6: -0.298 -0.311 -0.874 -0.558 -0.226 0.403

Energetically preferred structure: ii | next structure: +0.1512 hartree

i.
# C4H19NO5

5 unconnected molecules or ions with the total composition C4H19NO5 (ωB97M-V with the def2-TZVPD basis set, the Open Molecules 2025 dataset).

Positions of all 29 atoms, in Å:
1 C -3.685 4.826 0.863
2 O -3.871 4.173 -0.335
3 C -2.773 3.289 -0.617
4 C -2.386 2.324 0.484
5 C -0.906 1.841 0.376
6 N -3.166 1.113 0.496
7 H -4.155 5.787 0.657
8 H -2.644 5.034 1.113
9 H -4.164 4.473 1.777
10 H -3.002 2.736 -1.528
11 H -1.919 3.913 -0.880
12 H -2.530 2.726 1.487
13 H -0.674 1.379 -0.584
14 H -0.615 1.175 1.188
15 H -0.190 2.663 0.411
16 H -2.634 0.271 0.664
17 H -3.568 1.116 -0.430
18 O 4.490 -8.216 -0.121
19 H 4.959 -9.029 0.069
20 H 4.183 -8.320 -1.021
21 O 1.190 -3.804 -4.740
22 H 0.716 -3.160 -5.267
23 H 1.879 -4.128 -5.320
24 O 3.637 -3.258 -0.013
25 H 3.831 -4.178 0.169
26 H 3.305 -3.256 -0.911
27 O 4.662 -0.270 4.218
28 H 4.433 -0.785 3.445
29 H 5.596 -0.434 4.349

- LUMO energy: 0.58 eV
- Molecular weight: 161.2 Da
- Kohn-Sham gap: 9.537 eV

Mulliken population analysis, charges in e, atoms 1 to 6: -0.820 -0.381 -0.790 0.705 -1.599 -0.596

ii.
# C4H19NO5

6 unconnected molecules or ions with the total composition C4H19NO5 (ωB97M-V with the def2-TZVPD basis set, the Open Molecules 2025 dataset).

Positions of all 29 atoms, in Å:
1 C -1.468 2.068 -0.427
2 C -0.961 0.802 0.182
3 C -0.078 0.782 1.192
4 C 0.265 -0.521 1.855
5 N 0.786 1.838 1.468
6 H -2.145 1.844 -1.245
7 H -2.019 2.718 0.257
8 H -0.713 2.716 -0.892
9 H -1.234 -0.163 -0.208
10 H -0.465 -1.307 1.692
11 H 0.184 -0.283 2.919
12 H 1.189 -1.075 1.656
13 H 0.616 2.721 1.014
14 H 1.102 1.951 2.381
15 O 2.785 0.588 -0.592
16 H 2.407 1.172 0.074
17 H 2.226 -0.190 -0.504
18 O -1.440 -2.575 3.542
19 H -1.945 -2.668 2.724
20 H -0.577 -2.848 3.237
21 O -1.079 -0.260 -3.122
22 H -1.588 0.220 -3.777
23 H -0.142 -0.011 -3.194
24 O -0.682 -3.342 -0.489
25 H -0.741 -2.716 -1.234
26 H 0.124 -2.915 -0.152
27 O 1.585 0.373 -3.036
28 H 2.502 0.088 -3.018
29 H 1.504 0.992 -2.302

- LUMO energy: 0.34 eV
- Molecular weight: 161.2 Da
- Kohn-Sham gap: 8.758 eV

Mulliken population analysis, charges in e, atoms 1 to 6: -1.560 -0.005 0.514 -0.762 -0.467 0.310

Energetically preferred structure: ii | next structure: +0.0362 hartree

i.
# C5H11O2

2 unconnected molecules or ions with the total composition C5H11O2 (ωB97M-V with the def2-TZVPD basis set, the Open Molecules 2025 dataset).

Positions of all 18 atoms, in Å:
1 C 0.090 -1.365 -0.895
2 C 0.187 -2.866 -1.093
3 C -0.940 -0.982 0.188
4 H 1.044 -0.943 -0.570
5 H -0.159 -0.866 -1.830
6 H -0.783 -3.342 -1.262
7 H 0.514 -3.328 -0.169
8 H -0.628 -1.473 1.115
9 H -0.993 0.100 0.306
10 H 0.838 -3.138 -1.920
11 H -1.929 -1.365 -0.075
12 C -0.073 2.929 0.456
13 C 1.057 2.648 1.467
14 O 2.182 2.406 0.979
15 O 0.700 2.654 2.668
16 H -0.907 3.373 1.001
17 H -0.465 2.010 0.018
18 H 0.265 3.547 -0.383

- LUMO energy: 3.47 eV
- Charge: -1
- Molecular weight: 103.1 Da
- Kohn-Sham gap: 7.271 eV

Mulliken population analysis, charges in e, atoms 1 to 6: -0.108 -1.239 -0.912 0.275 0.303 0.312

ii.
# C5H11O2

A gas-phase ion, C5H11O2 (charge -1) (ωB97M-V with the def2-TZVPD basis set, the Open Molecules 2025 dataset).

Positions of all 18 atoms, in Å:
1 O 2.508 0.908 -2.237
2 C 1.416 1.295 -1.511
3 C 1.270 0.389 -0.239
4 C 0.223 0.708 0.815
5 C -1.136 0.008 0.455
6 C -1.376 -1.386 1.042
7 O -1.836 -2.294 -0.020
8 H 1.595 2.308 -1.099
9 H 0.528 1.129 -2.163
10 H 1.229 -0.672 -0.520
11 H 2.263 0.545 0.197
12 H -0.024 1.748 1.036
13 H 0.444 0.256 1.788
14 H -1.282 -0.060 -0.625
15 H -2.030 0.643 0.631
16 H -2.185 -1.517 1.753
17 H -0.444 -1.810 1.404
18 H -1.164 -2.200 -0.707

- LUMO energy: 3.60 eV
- Charge: -1
- Molecular weight: 103.1 Da
- Kohn-Sham gap: 5.768 eV

Mulliken population analysis, charges in e, atoms 1 to 6: -0.907 -0.388 -0.654 -0.531 -0.686 -0.438

iii.
# C5H11O2

A gas-phase ion, C5H11O2 (charge -1) (ωB97M-V with the def2-TZVPD basis set, the Open Molecules 2025 dataset).

Positions of all 18 atoms, in Å:
1 O 0.489 1.569 2.854
2 C 0.424 1.240 1.576
3 C -0.907 0.629 1.070
4 C -0.955 0.452 -0.491
5 C 0.285 -0.079 -1.160
6 C 0.357 -1.594 -1.313
7 O 0.739 -2.218 -0.103
8 H 1.206 0.436 1.338
9 H 0.778 1.994 0.796
10 H -1.791 1.037 1.539
11 H -0.828 -0.418 1.407
12 H -1.897 -0.059 -0.689
13 H -1.109 1.504 -0.772
14 H 1.224 0.270 -0.712
15 H 0.473 0.442 -2.081
16 H 1.091 -1.803 -2.098
17 H -0.643 -1.894 -1.636
18 H 1.063 -1.508 0.475

- LUMO energy: 3.72 eV
- Charge: -1
- Molecular weight: 103.1 Da
- Kohn-Sham gap: 5.983 eV

Mulliken population analysis, charges in e, atoms 1 to 6: -0.867 -0.135 -0.632 -0.456 -0.922 -0.357

Energetically preferred structure: i | next structure: +0.1015 hartree

i.
# C5H11O2

2 unconnected molecules or ions with the total composition C5H11O2 (ωB97M-V with the def2-TZVPD basis set, the Open Molecules 2025 dataset).

Positions of all 18 atoms, in Å:
1 C -1.162 1.787 0.031
2 C -1.368 2.052 -1.464
3 H -0.096 1.902 0.352
4 H -1.973 2.311 0.531
5 H -1.171 0.714 0.442
6 H -0.399 2.383 -1.900
7 H -2.049 2.881 -1.742
8 H -1.704 1.289 -2.108
9 C 1.550 -1.721 0.871
10 C 0.321 -2.378 0.388
11 C 1.346 -0.249 0.650
12 O 1.572 -0.013 -0.566
13 O 1.086 0.494 1.637
14 H 1.830 -1.745 1.944
15 H 2.493 -2.081 0.257
16 H 0.513 -3.379 0.084
17 H -0.200 -1.929 -0.556
18 H -0.590 -2.317 1.148

- LUMO energy: 4.18 eV
- Charge: -1
- Molecular weight: 103.1 Da
- Kohn-Sham gap: 7.982 eV

Mulliken population analysis, charges in e, atoms 1 to 6: -0.628 -0.909 0.191 0.394 0.090 0.239

ii.
# C5H11O2

2 unconnected molecules or ions with the total composition C5H11O2 (ωB97M-V with the def2-TZVPD basis set, the Open Molecules 2025 dataset).

Positions of all 18 atoms, in Å:
1 C 0.615 -2.264 -0.902
2 C 1.767 -1.919 -0.006
3 C -0.087 -1.010 -1.559
4 O 0.187 0.143 -1.160
5 O -0.919 -1.337 -2.444
6 H 0.888 -2.869 -1.773
7 H -0.204 -2.898 -0.551
8 H 2.662 -2.530 -0.202
9 H 1.545 -2.150 1.048
10 H 2.096 -0.886 0.020
11 C -0.744 1.990 1.621
12 C -1.423 2.423 0.301
13 H 0.327 2.185 1.528
14 H -1.150 2.492 2.484
15 H -0.811 0.905 1.674
16 H -1.424 1.605 -0.415
17 H -0.934 3.248 -0.229
18 H -2.389 2.874 0.564

- LUMO energy: 4.04 eV
- Charge: -1
- Molecular weight: 103.1 Da
- Kohn-Sham gap: 7.919 eV

Mulliken population analysis, charges in e, atoms 1 to 6: -0.407 -0.967 0.451 -0.697 -0.767 0.239

Energetically preferred structure: ii | next structure: +0.0380 hartree